Record 1
{"formula": "C7H11ClO", "method": "wB97M-V/def2-TZVPD", "charge": 0, "relative_energy_kj_mol": 79.3, "lumo_ev": 0.903, "gap_ev": 9.820, "symbols": ["C", "C", "C", "C", "C", "C", "C", "O", "Cl", "H", "H", "H", "H", "H", "H", "H", "H", "H", "H", "H"], "coordinates": [[-0.48539, -1.22455, -0.41303], [-1.30517, -0.03805, 0.10545], [2.19575, 1.68357, 3.21296], [1.37325, -1.76862, -2.22608], [-1.67111, 2.05096, 1.32380], [0.55205, -0.68123, -1.48413], [-0.86773, 0.98808, 0.85148], [2.32660, 0.63717, 3.61410], [0.83272, 1.05116, 1.09786], [0.23451, -1.60544, 0.37120], [-2.35875, -0.19680, 0.18978], [-1.10725, -1.99192, -0.75141], [1.76084, -1.31554, -3.17574], [0.65358, -2.43066, -2.71258], [2.12517, -2.13820, -1.55282], [-1.93518, 1.93162, 2.31667], [-1.02477, 3.04144, 1.41885], [-2.70325, 2.15140, 0.86730], [1.29345, -0.15293, -0.75000], [0.11067, 0.00854, -2.30365]]}

Record 2
{"formula": "C7H11ClSi", "method": "wB97M-V/def2-TZVPD", "charge": 0, "relative_energy_kj_mol": 318.6, "lumo_ev": 0.624, "gap_ev": 9.613, "symbols": ["C", "C", "C", "C", "C", "C", "C", "Si", "Cl", "H", "H", "H", "H", "H", "H", "H", "H", "H", "H", "H"], "coordinates": [[1.08639, -1.02495, 3.36467], [0.73343, -0.30851, 2.48064], [-0.45561, -0.77637, -1.85831], [0.50301, -0.56976, -0.99379], [1.29226, 2.17239, 0.83982], [-1.80407, 0.99786, 1.24434], [-0.20250, -1.76908, -3.02167], [0.07508, 0.70619, 1.14866], [-1.01832, -3.30325, -3.25243], [1.16251, -1.78878, 4.16491], [-1.48120, -0.29327, -1.94445], [1.34470, -1.16671, -1.13016], [1.49085, 2.77139, 1.69576], [2.26018, 1.57862, 0.45656], [1.14763, 2.75665, 0.01200], [-2.33508, 1.16003, 2.13339], [-1.99601, 1.86569, 0.64739], [-2.33372, 0.15472, 0.85436], [0.95524, -1.92053, -2.90682], [-0.42478, -1.24234, -3.93487]]}

Record 3
{"formula": "C7H11F3N2S2", "method": "wB97M-V/def2-TZVPD", "charge": 0, "lumo_ev": [-0.328, -2.253], "multiplicity": 3, "gap_ev": [4.506, 5.815], "symbols": ["C", "C", "C", "C", "C", "C", "C", "N", "N", "F", "F", "F", "S", "S", "H", "H", "H", "H", "H", "H", "H", "H", "H", "H", "H"], "coordinates": [[0.90604, 0.38726, 0.84607], [2.17492, 0.48847, 1.25195], [-0.65620, -1.57954, -0.68142], [0.15399, 1.46588, 0.12690], [0.65860, -1.44446, -1.40358], [-1.93403, -1.72514, 1.46091], [-1.83794, -2.05564, -1.46467], [0.14225, -0.74295, 1.33001], [-0.77935, -1.29050, 0.58514], [-2.19778, -3.27071, -1.13343], [-2.91932, -1.28771, -1.35198], [-1.53585, -1.96136, -2.81944], [3.18357, 2.36062, -0.88236], [3.03381, 1.96494, 1.18276], [2.62672, -0.24049, 1.99419], [-0.91196, 1.15005, 0.26978], [0.27885, 1.45145, -0.91268], [0.25896, 2.47318, 0.52977], [1.44362, -1.46119, -0.68531], [0.76541, -0.50419, -1.91007], [0.56996, -2.12935, -2.09791], [-2.00559, -2.80464, 1.58627], [-1.64349, -1.27734, 2.42678], [-2.87250, -1.16853, 1.35131], [3.84320, 3.54147, -0.47034]]}

Record 4
{"formula": "C7H11FO4P2", "method": "wB97M-V/def2-TZVPD", "charge": 0, "lumo_ev": 0.521, "gap_ev": 9.320, "symbols": ["C", "C", "C", "C", "C", "C", "C", "O", "O", "O", "O", "F", "P", "P", "H", "H", "H", "H", "H", "H", "H", "H", "H", "H", "H"], "coordinates": [[1.69441, -0.15086, 3.49744], [-4.06562, 0.39020, 4.20930], [0.42000, 1.00932, -0.43256], [-0.40522, 0.08206, 0.38132], [1.02289, 2.23624, 0.24218], [-0.62085, -2.40483, 0.08914], [-1.02616, -1.01907, -0.48753], [1.96875, 0.96546, 3.50869], [1.43019, -1.29136, 3.54019], [-3.34199, -0.36369, 4.62974], [-0.42074, 0.08956, 1.58057], [2.74097, -0.25222, -0.15533], [2.71748, 1.49763, -2.45934], [1.70443, -0.03685, -1.34765], [-0.25549, 1.23057, -1.34555], [2.12949, 1.94803, 0.44748], [0.38307, 2.59440, 1.06310], [0.94511, 3.14255, -0.37116], [0.41605, -2.41357, 0.58196], [-0.76565, -3.08989, -0.65970], [-1.15236, -2.77324, 1.05078], [-2.07387, -1.03656, -0.50983], [-0.91851, -0.80507, -1.52362], [1.79117, 1.32987, -3.67265], [3.63211, 0.75236, -3.15207]]}

Record 5
{"formula": "C7H11FSi", "method": "wB97M-V/def2-TZVPD", "charge": 0, "relative_energy_kj_mol": 362.7, "smiles": "FC[C@@]1([SiH3])C=CC=CC1", "lumo_ev": 0.692, "gap_ev": 9.135, "symbols": ["F", "C", "C", "Si", "C", "C", "C", "C", "C", "H", "H", "H", "H", "H", "H", "H", "H", "H", "H", "H"], "coordinates": [[1.56581, 2.37105, 1.00645], [0.45724, 1.60162, 1.29505], [0.30643, 0.58782, 0.12307], [0.03166, 1.27839, -1.56509], [1.30210, -0.49646, 0.17666], [1.09380, -1.77457, -0.11587], [-0.25822, -2.30266, -0.43082], [-1.34491, -1.60317, -0.11940], [-1.30139, -0.20762, 0.55634], [0.58887, 1.06291, 2.38305], [-0.48489, 2.29276, 1.39310], [-0.14395, 0.57508, -2.85312], [1.18598, 2.31072, -1.64105], [-1.16416, 2.07197, -1.25349], [2.29359, -0.19314, 0.40244], [1.86406, -2.35492, -0.32147], [-0.28433, -3.26068, -0.86510], [-2.33978, -2.09141, -0.12593], [-2.24320, 0.43896, 0.33780], [-1.12470, -0.30664, 1.61737]]}

Record 6
{"formula": "C7H11I2N2O2", "method": "wB97M-V/def2-TZVPD", "charge": 1, "relative_energy_kj_mol": 0.0, "lumo_ev": [-5.876, -5.877], "gap_ev": [6.516, 6.516], "symbols": ["C", "C", "C", "C", "C", "C", "C", "N", "N", "O", "O", "I", "I", "H", "H", "H", "H", "H", "H", "H", "H", "H", "H", "H"], "coordinates": [[0.90013, -1.35606, 0.64562], [-1.43682, 0.35064, -1.39243], [-1.45463, -1.18485, 0.69164], [-0.94184, -1.00368, -0.75888], [3.58444, 0.38526, 2.13171], [-3.31191, 1.63861, -1.98232], [3.30288, 0.29111, 0.71641], [0.44603, -1.15037, -0.61010], [-0.17005, -1.48560, 1.37577], [-0.57721, 1.18931, -1.51560], [-2.75237, 0.43510, -1.64926], [2.11490, 1.84003, -0.03920], [4.29568, -0.79489, -0.74402], [-2.03381, -0.25586, 1.07008], [-2.12403, -1.92610, 0.75934], [-1.29993, -1.84492, -1.27188], [3.44915, 1.46829, 2.36861], [3.00613, -0.30472, 2.71727], [4.59401, 0.16183, 2.39441], [-2.65592, 2.26883, -2.46812], [-3.56168, 2.17345, -1.01915], [-4.26272, 1.46858, -2.54654], [1.08983, -0.69704, -1.27869], [-0.20029, -1.66696, 2.40531]]}

Record 7
{"formula": "C7H11I2N2O5RuS", "method": "wB97M-V/def2-TZVPD", "charge": -2, "relative_energy_kj_mol": 0.0, "lumo_ev": [4.605, 4.517], "multiplicity": 6, "gap_ev": [2.213, 5.857], "symbols": ["C", "I", "H", "H", "H", "C", "C", "N", "H", "I", "N", "H", "Ru", "C", "O", "C", "C", "H", "H", "H", "C", "H", "H", "H", "O", "S", "O", "O", "O"], "coordinates": [[1.55824, -0.51151, 2.22573], [-1.12082, 0.39348, 2.85595], [2.40187, -1.22463, 2.30337], [0.65493, -1.14726, 2.16671], [1.59955, 0.13185, 3.11846], [-2.07802, -2.10932, -1.26767], [-0.57386, -0.70623, -0.35607], [-1.88324, -0.88797, -0.66108], [-0.56242, -3.62351, -1.82215], [0.47389, 1.41065, -2.37487], [0.05696, -1.79883, -0.86505], [-3.05535, -2.44268, -1.57739], [0.15328, 1.12742, 0.13563], [1.78488, 0.34224, 0.94676], [2.84642, 0.60132, 0.42547], [-0.86418, -2.68281, -1.38744], [1.48746, -2.03120, -0.93575], [1.63191, -2.87259, -1.62058], [1.88610, -2.30229, 0.05048], [2.00408, -1.15039, -1.33168], [-2.94226, 0.09054, -0.51238], [-3.87170, -0.45308, -0.30927], [-3.06592, 0.66560, -1.44225], [-2.70869, 0.75794, 0.32159], [0.03156, 4.70768, -0.72355], [0.95620, 4.28542, 0.30042], [0.96130, 5.01320, 1.54734], [0.02853, 2.71130, 0.92305], [2.20930, 3.70567, -0.13379]]}

Record 8
{"formula": "C7H11IN2O", "method": "wB97M-V/def2-TZVPD", "charge": 0, "relative_energy_kj_mol": 24.7, "smiles": "C[C@H]1CCC=CN1.O=C=NI", "lumo_ev": -0.444, "gap_ev": 7.525, "symbols": ["C", "C", "C", "C", "C", "C", "N", "H", "H", "H", "H", "H", "H", "H", "H", "H", "H", "H", "O", "C", "N", "I"], "coordinates": [[0.11665, 0.46493, -2.23153], [-0.21204, 0.03846, -0.80675], [-0.50918, -1.46157, -0.70371], [-0.84709, -1.81719, 0.74292], [0.21198, -1.27418, 1.65135], [1.02520, -0.29388, 1.26348], [0.87333, 0.42123, 0.08457], [0.96561, -0.09839, -2.61318], [0.36109, 1.52481, -2.26123], [-0.73406, 0.28646, -2.88372], [-1.11160, 0.57893, -0.47291], [0.37250, -2.02536, -1.02015], [-1.33621, -1.71708, -1.36760], [-1.82711, -1.40840, 1.01154], [-0.90567, -2.90147, 0.85688], [0.31693, -1.71558, 2.62779], [1.83709, 0.05737, 1.88691], [1.73896, 0.64195, -0.38738], [1.13331, 3.24620, -0.17940], [0.42169, 2.89334, 0.66524], [-0.24376, 2.84317, 1.66088], [-1.64760, 1.71624, 2.47598]]}

Record 9
{"formula": "C7H11ISSi", "method": "wB97M-V/def2-TZVPD", "charge": 0, "relative_energy_kj_mol": 0.0, "smiles": "C[Si](C)(C)c1sccc1I", "lumo_ev": 0.219, "gap_ev": 8.189, "symbols": ["C", "Si", "C", "C", "C", "S", "C", "C", "C", "I", "H", "H", "H", "H", "H", "H", "H", "H", "H", "H", "H"], "coordinates": [[0.36284, -1.33686, -1.36106], [-0.32588, -0.13493, 0.04139], [-2.13821, 0.33670, 0.02249], [0.11576, -1.23596, 1.53703], [0.87043, 1.25784, -0.01646], [0.66492, 2.90710, 0.11062], [2.22060, 3.46856, 0.01253], [3.17910, 2.45836, -0.09077], [2.67738, 1.14388, -0.08141], [3.67633, -0.65347, -0.05515], [1.00160, -0.74628, -1.92990], [1.06693, -2.11787, -0.76192], [-0.20588, -1.87102, -2.08872], [-2.75964, -0.40573, 0.49499], [-2.46396, 1.39534, 0.29364], [-2.44054, 0.18736, -0.99781], [-0.15132, -0.86783, 2.53423], [-0.46333, -2.22593, 1.60052], [1.16481, -1.39372, 1.58661], [2.58012, 4.49270, 0.26593], [4.31020, 2.56291, -0.08053]]}

Record 10
{"formula": "C7H11N", "method": "wB97M-V/def2-TZVPD", "charge": 0, "relative_energy_kj_mol": 535.3, "smiles": "C[C@]12CC=CCN1C2", "lumo_ev": 1.026, "gap_ev": 9.328, "symbols": ["C", "C", "C", "C", "C", "C", "N", "C", "H", "H", "H", "H", "H", "H", "H", "H", "H", "H", "H"], "coordinates": [[1.11766, 0.95194, 1.26886], [0.80504, 0.39470, -0.14068], [-0.14856, 1.34135, -0.85622], [-1.54268, 0.86940, -0.19301], [-1.72864, -0.45671, 0.24554], [-0.69162, -1.44590, 0.35855], [0.24023, -0.89952, -0.39687], [1.64773, -0.81593, -0.61967], [0.29429, 1.90868, 1.65240], [2.23015, 1.33734, 1.28364], [1.14666, -0.05691, 1.82491], [-0.39487, 1.19326, -1.95326], [0.16926, 2.41752, -0.67934], [-2.44232, 1.36856, -0.13651], [-2.64261, -0.71118, 0.70714], [-0.96158, -2.44814, 0.10561], [-0.33801, -1.57416, 1.36377], [1.95589, -0.82330, -1.62162], [2.54788, -1.34810, -0.14887]]}

Record 11
{"formula": "C7H11N", "method": "wB97M-V/def2-TZVPD", "charge": 0, "relative_energy_kj_mol": 68.5, "smiles": "Cc1c[nH]c(C)c1C", "lumo_ev": 1.047, "gap_ev": 8.364, "symbols": ["C", "C", "C", "N", "C", "C", "C", "C", "H", "H", "H", "H", "H", "H", "H", "H", "H", "H", "H"], "coordinates": [[-0.57567, -0.16219, -2.48284], [0.15112, -0.11632, -1.18520], [1.51902, -0.35063, -1.02510], [1.78977, -0.35649, 0.32185], [0.59957, -0.16610, 0.97956], [0.50794, -0.33198, 2.45455], [-0.33183, 0.34482, 0.07266], [-1.67932, 0.89017, 0.39581], [0.11444, -0.06872, -3.32745], [-1.09945, -1.11879, -2.58410], [-1.30551, 0.64615, -2.57936], [2.31225, -0.45842, -1.75380], [2.63867, -0.71429, 0.74020], [-0.53215, -0.46795, 2.76689], [0.90769, 0.54521, 2.97114], [1.07545, -1.21002, 2.78159], [-1.61414, 1.59996, 1.22763], [-2.36312, 0.08813, 0.68971], [-2.11475, 1.40745, -0.46371]]}